The following is a DFT calculation (ωB97M-V/def2-TZVPD) of a cluster of 2 separate species, C3H11NS in total.

```
16
Properties=species:S:1:pos:R:3:forces:R:3:mulliken_charge:R:1
C -1.9048 2.0540 -4.0782 -0.69 0.93 -3.31 -0.569
N -2.7211 1.1171 -4.9723 1.17 3.78 2.80 -0.421
H -2.6285 2.9572 -4.0865 1.75 -1.10 0.84 0.224
H -0.9999 2.3219 -4.7172 -1.19 -0.01 0.79 0.234
H -1.4574 1.7857 -3.1035 -0.93 -0.45 -0.30 0.219
H -2.3574 0.5695 -5.6463 2.09 -1.98 -2.16 0.156
H -3.4795 0.7225 -4.5505 -2.19 -1.17 1.34 0.157
C 0.6914 -0.2680 3.6152 -1.52 -2.10 1.67 -0.907
S 1.3993 -1.8873 4.5097 -0.17 1.79 -1.67 -0.089
C 2.7278 -2.2968 3.2738 0.93 -0.23 2.26 -0.768
H 1.2281 0.1326 2.8204 1.33 -0.71 -2.20 0.326
H 0.7115 0.6892 4.1414 -0.68 -0.68 1.34 0.346
H -0.3270 -0.6768 3.3294 1.22 1.27 0.22 0.258
H 3.1085 -3.3250 3.4614 -1.17 0.10 -0.61 0.298
H 2.3897 -2.0789 2.2490 0.68 -0.08 0.56 0.276
H 3.6194 -1.8169 3.7542 -0.62 0.63 -1.57 0.260
```
Forces are in eV/Å.

HOMO energy: -8.54 eV
ΔE to the lowest compared entry with this formula, charge and spin: 56.0 kcal/mol
Net charge: 0
Electronic energy: -573.7423 Ha
Multiplicity: 1
SMILES: CSC.CN

***

The following is a DFT calculation (ωB97M-V/def2-TZVPD) of a cluster of 2 separate species, C3H11NS2 in total.

```
17
Properties=species:S:1:pos:R:3:forces:R:3:mulliken_charge:R:1
S 1.0990 1.3256 2.1178 -0.31 -0.85 -0.53 -0.189
S -0.4992 -0.1143 2.5042 0.79 0.71 -0.21 -0.154
H 1.6432 0.7457 0.9731 -0.67 0.19 1.14 0.175
H -0.7249 0.3352 3.7616 0.25 -0.05 -0.35 0.160
C 0.4919 0.3314 -1.6910 -0.38 -0.29 -0.01 -0.626
N -0.6237 -0.3440 -2.4094 1.79 0.03 -0.51 -0.163
C -0.0192 -0.9057 -3.6529 -1.08 0.05 -0.34 -0.897
C -1.2429 -1.3535 -1.5619 1.00 0.55 1.41 -0.782
H 0.7666 1.2698 -2.2029 -0.11 -0.44 0.17 0.318
H 1.3915 -0.3215 -1.6183 -0.28 0.20 -0.13 0.347
H 0.2013 0.5605 -0.6598 -0.19 0.13 -0.29 0.029
H -0.8311 -1.3476 -4.2655 0.35 0.34 0.21 0.316
H 0.4740 -0.1069 -4.2631 -0.45 -0.58 0.68 0.289
H 0.6985 -1.7343 -3.4984 0.02 0.35 0.34 0.335
H -2.0604 -1.8455 -2.0334 -0.58 -0.34 -0.63 0.328
H -1.6463 -0.8292 -0.6614 0.25 -0.43 -0.61 0.221
H -0.5217 -2.1324 -1.1851 -0.38 0.44 -0.34 0.291
```
Forces are in eV/Å.

HOMO energy: -8.74 eV
ΔE to the lowest compared entry with this formula, charge and spin: 26.9 kcal/mol
Net charge: 0
Electronic energy: -971.9753 Ha
Multiplicity: 1
SMILES: CN(C)C.SS